Entry 1:
{"formula": "C29H64InN8SSbSi3", "method": "ωB97M-V with the def2-TZVPD basis set", "elements": ["Sb", "In", "S", "Si", "Si", "Si", "N", "N", "N", "N", "N", "N", "N", "N", "C", "C", "C", "C", "C", "C", "C", "C", "C", "C", "C", "C", "C", "C", "C", "C", "C", "C", "C", "C", "C", "C", "C", "C", "C", "C", "C", "C", "C", "H", "H", "H", "H", "H", "H", "H", "H", "H", "H", "H", "H", "H", "H", "H", "H", "H", "H", "H", "H", "H", "H", "H", "H", "H", "H", "H", "H", "H", "H", "H", "H", "H", "H", "H", "H", "H", "H", "H", "H", "H", "H", "H", "H", "H", "H", "H", "H", "H", "H", "H", "H", "H", "H", "H", "H", "H", "H", "H", "H", "H", "H", "H", "H"], "coordinates": [[-1.96, -1.94, 1.90], [-0.23, -0.05, 0.23], [-1.74, 1.70, 1.47], [-4.30, -2.56, 0.97], [-2.56, -0.81, 4.17], [-0.98, -4.22, 2.65], [1.44, -1.46, 1.38], [2.28, 0.30, -0.96], [0.03, 2.02, -1.43], [0.10, -1.80, -1.37], [0.80, 2.48, 2.02], [-2.15, -0.06, -1.37], [-0.78, 4.11, 1.94], [1.08, 1.17, 1.78], [-2.05, 1.95, -2.87], [-0.53, 1.90, -2.80], [-2.01, -1.08, -2.41], [0.46, -3.81, 3.77], [-4.00, 0.33, 3.94], [0.15, 5.22, 2.14], [1.41, 2.52, -1.47], [-0.96, -0.03, 4.72], [-2.81, 1.18, -1.80], [0.24, 6.11, 0.91], [1.67, -2.76, 1.15], [2.03, 0.63, 2.45], [2.32, -0.80, 2.15], [-0.45, 2.82, 1.82], [-3.06, -2.18, 5.33], [-4.15, -3.84, -0.38], [3.70, -2.75, 2.39], [3.14, -0.82, -1.36], [0.97, -1.57, -2.55], [-0.55, -5.15, 1.08], [-5.11, -0.98, 0.38], [-5.25, -3.25, 2.41], [-2.21, -5.25, 3.58], [2.44, -1.82, -2.30], [-1.25, -2.24, -1.80], [2.78, -3.44, 1.62], [2.37, 1.43, -1.90], [3.45, -1.41, 2.67], [2.81, 1.34, 3.51], [1.69, 2.86, -0.47], [-5.51, -2.47, 3.13], [-0.14, 2.71, -3.44], [-2.49, -4.82, 4.54], [3.46, -1.33, -0.45], [-4.71, -0.10, 0.88], [-1.76, -6.23, 3.77], [-6.18, -1.02, 0.61], [-6.19, -3.69, 2.05], [2.87, 0.73, 4.41], [0.91, -3.30, 0.59], [2.93, -1.82, -3.28], [1.51, 3.37, -2.16], [2.90, -4.49, 1.39], [-4.87, -0.22, 3.58], [0.81, -0.55, -2.89], [-0.20, -0.79, 4.85], [-3.27, -4.48, -0.25], [0.95, 6.92, 1.08], [-3.80, 1.15, 3.24], [0.50, -2.58, -0.87], [-0.54, 2.70, -0.92], [-1.09, 0.49, 5.67], [-1.19, -3.07, -2.50], [-2.93, 1.79, -0.91], [-2.33, 1.60, -3.87], [-2.98, -1.42, -2.77], [4.58, -3.24, 2.78], [-5.03, -4.49, -0.35], [-0.26, -4.51, 0.24], [-3.88, -2.77, 4.94], [2.62, 0.64, -0.07], [0.65, -2.23, -3.36], [-3.82, 0.96, -2.17], [-5.02, -0.84, -0.70], [-1.78, -2.59, -0.91], [1.26, -4.55, 3.67], [2.33, 2.28, 3.75], [-1.48, -0.66, -3.26], [-2.22, -2.84, 5.56], [4.05, -0.45, -1.83], [0.89, -2.82, 3.58], [3.82, 1.54, 3.17], [2.15, 1.08, -2.91], [4.14, -0.85, 3.29], [0.26, -5.86, 1.26], [-0.19, 5.80, 3.00], [-0.72, 6.56, 0.67], [-0.17, 0.98, -3.24], [-4.27, 0.78, 4.90], [-1.76, 4.33, 1.84], [-4.70, -4.03, 2.94], [-2.73, -0.47, -0.64], [2.57, -2.84, -1.92], [-0.62, 0.70, 3.98], [-3.39, -1.73, 6.27], [0.58, 5.54, 0.04], [0.11, -3.84, 4.81], [-4.10, -3.40, -1.38], [1.12, 4.79, 2.39], [-2.40, 2.99, -2.82], [3.39, 1.83, -1.93], [-1.42, -5.73, 0.76], [-3.12, -5.43, 3.00]], "de_lowest_ev": 0.2037, "homo_lumo_gap_ev": 7.43, "lumo_ev": -5.473, "charge": 2}

Entry 2:
{"formula": "C29H67N2O16S6", "method": "ωB97M-V with the def2-TZVPD basis set", "elements": ["S", "S", "S", "S", "S", "S", "O", "O", "O", "O", "O", "O", "O", "O", "O", "O", "O", "O", "O", "O", "O", "O", "N", "N", "C", "C", "C", "C", "C", "C", "C", "C", "C", "C", "C", "C", "C", "C", "C", "C", "C", "C", "C", "C", "C", "C", "C", "C", "C", "C", "C", "C", "C", "H", "H", "H", "H", "H", "H", "H", "H", "H", "H", "H", "H", "H", "H", "H", "H", "H", "H", "H", "H", "H", "H", "H", "H", "H", "H", "H", "H", "H", "H", "H", "H", "H", "H", "H", "H", "H", "H", "H", "H", "H", "H", "H", "H", "H", "H", "H", "H", "H", "H", "H", "H", "H", "H", "H", "H", "H", "H", "H", "H", "H", "H", "H", "H", "H", "H", "H"], "coordinates": [[12.46, -2.51, 2.01], [7.71, -1.09, 4.15], [-2.10, -3.05, -2.14], [-2.39, 7.02, -0.82], [1.74, -0.92, 2.13], [-8.74, 2.73, 1.57], [-7.88, 3.13, 0.48], [-8.34, 1.72, 2.53], [11.97, -3.75, 1.43], [0.86, 0.18, 2.43], [13.66, -1.93, 1.07], [9.12, -1.69, 4.70], [7.97, -0.27, 2.98], [-3.19, 1.08, -3.94], [1.95, -1.39, 0.77], [-10.20, 2.32, 0.97], [-3.07, 8.26, -1.12], [3.19, -0.64, 2.82], [12.86, -2.42, 3.40], [6.94, -0.60, 5.27], [-1.22, 6.58, -1.56], [-3.47, 5.81, -0.78], [-3.46, -0.14, -3.40], [-8.79, -3.27, -2.11], [-1.99, 7.01, 0.91], [-1.00, -1.76, -1.35], [-5.52, -1.09, -1.99], [-10.12, -0.05, 0.47], [-4.48, 0.13, -2.32], [-3.59, 0.54, -0.96], [10.18, -0.79, 4.98], [-3.83, -3.06, -1.43], [14.96, -2.48, 1.23], [-9.26, 4.18, 2.45], [-5.01, -0.35, -5.56], [-6.19, -3.75, -2.37], [0.55, -2.09, -1.89], [-3.59, 4.90, -3.03], [1.28, -2.31, 3.14], [-2.60, -1.42, -5.42], [-4.58, -2.48, -4.03], [-3.95, -1.04, -4.50], [-5.02, -2.58, -2.45], [-10.27, 1.36, -0.07], [-4.32, 5.61, -1.90], [3.74, 1.68, 2.37], [4.11, 0.22, 2.16], [11.28, -1.23, 1.67], [7.00, -2.63, 3.61], [-5.42, 1.48, -2.60], [9.98, -0.09, 6.31], [15.09, -3.82, 0.53], [-7.66, -3.27, -2.92], [-6.07, -0.14, -5.06], [11.67, -0.28, 2.05], [10.35, -1.48, 2.19], [-6.57, -0.77, -2.39], [16.13, -4.16, 0.54], [-5.62, -1.13, -0.80], [2.80, 1.93, 1.86], [-5.16, 4.99, -1.57], [5.09, 0.04, 2.60], [5.99, -2.43, 3.25], [-9.11, -0.22, 0.85], [14.48, -4.58, 1.03], [-5.22, -1.15, -6.40], [-4.74, 6.57, -2.24], [-3.10, 3.99, -2.66], [-2.02, -0.42, -5.73], [-2.88, 7.29, 1.48], [10.86, 0.49, 6.58], [15.23, -2.55, 2.28], [0.82, -3.24, -1.75], [-1.03, -1.72, -0.18], [9.77, -0.82, 7.10], [11.10, -1.39, 5.03], [6.97, -3.31, 4.46], [4.17, -0.02, 1.10], [11.11, -1.18, 0.60], [-2.53, 0.96, -1.27], [-6.28, -4.18, -1.26], [-3.83, -2.47, -0.39], [-4.06, -4.19, -1.12], [-1.27, -0.72, -1.85], [-10.04, 3.90, 3.16], [7.61, -3.04, 2.80], [-3.56, -0.32, -0.17], [-5.58, -2.63, -4.66], [10.30, -0.07, 4.17], [-9.52, 1.57, -0.85], [-1.85, -2.12, -4.86], [-1.20, 7.75, 1.08], [-11.26, 1.46, -0.54], [-4.59, 0.60, -6.09], [-5.78, 1.58, -3.71], [-10.81, -0.23, 1.30], [-9.62, 4.92, 1.74], [-1.64, 6.02, 1.19], [-3.87, -3.37, -4.39], [-2.90, -1.97, -6.42], [15.66, -1.77, 0.76], [9.12, 0.59, 6.27], [-6.33, 1.38, -1.84], [3.59, 1.90, 3.43], [-8.45, -3.62, -1.18], [1.30, -2.01, 4.18], [4.52, 2.34, 1.97], [1.30, -1.36, -1.35], [-4.28, 4.64, -3.83], [1.99, -3.13, 2.96], [-4.14, 1.46, -0.43], [-4.80, 2.42, -2.28], [14.74, -3.76, -0.50], [0.27, -2.62, 2.85], [0.55, -1.92, -3.07], [-2.81, 5.54, -3.45], [-8.40, 4.57, 2.99], [-10.31, -0.79, -0.31], [-5.84, -4.66, -3.04], [-7.78, -2.92, -4.06]], "spin_multiplicity": 2, "s_squared": 0.754, "homo_lumo_gap_ev": [8.72, 7.96], "lumo_ev": [0.358, -0.412]}

Number 1: molecular weight 877.8 u. Number 2: molecular weight 892.3 u.